The following is a DFT calculation (ωB97M-V/def2-TZVPD) of an isolated ion of composition C22H32N3O6S and charge +1.

Results
HOMO energy	-11.627	eV
electronic energy	-1871.08043	hartree
gap between HOMO and LUMO	8.9	eV
ΔE to the lowest compared entry with this formula, charge and spin	0.310	eV
E_LUMO	-0.101	Ha
multiplicity	1
total charge	+1
SMILES	CCC[NH+](CCC)C[C@H](O)CN(c1cc([N+](=O)[O-])ccc1OC)S(=O)(=O)c1ccccc1

Last columns: bonded neighbours and bond lengths (Å).
Atoms and positions in Å:
1 C -4.082 -1.861 2.166  H2 1.088, C3 1.527, H63 1.089, H64 1.086
2 H -2.999 -1.875 2.269  C1 1.088
3 C -4.612 -0.437 2.320  C1 1.527, C4 1.527, H61 1.090, H62 1.092
4 C -3.808 0.567 1.497  C3 1.527, N5 1.485, H59 1.089, H60 1.092
5 N -3.846 0.242 0.049  C4 1.485, C6 1.475, H31 1.055, C49 1.491
6 C -2.635 0.611 -0.707  N5 1.475, H7 1.090, H8 1.086, C9 1.558
7 H -1.806 0.695 -0.004  C6 1.090
8 H -2.753 1.557 -1.230  C6 1.086
9 C -2.329 -0.551 -1.699  C6 1.558, O10 1.407, C12 1.542, H48 1.097
10 O -2.865 -1.741 -1.175  C9 1.407, H11 0.984
11 H -2.163 -2.238 -0.698  O10 0.984
12 C -0.824 -0.653 -2.021  C9 1.542, N13 1.448, H46 1.096, H47 1.090
13 N 0.005 -0.354 -0.872  C12 1.448, C14 1.402, S32 1.699
14 C 1.154 0.444 -0.955  N13 1.402, C15 1.382, C19 1.415
15 C 1.432 1.275 0.114  C14 1.382, C16 1.389, H30 1.079
16 C 2.612 2.008 0.143  C15 1.389, C17 1.386, N27 1.441
17 C 3.506 1.954 -0.915  C16 1.386, C18 1.381, H26 1.079
18 C 3.231 1.134 -1.992  C17 1.381, C19 1.394, H25 1.077
19 C 2.079 0.348 -2.022  C14 1.415, C18 1.394, O20 1.349
20 O 1.783 -0.536 -2.996  C19 1.349, C21 1.416
21 C 2.669 -0.683 -4.092  O20 1.416, H22 1.093, H23 1.093, H24 1.088
22 H 3.655 -1.021 -3.764  C21 1.093
23 H 2.766 0.249 -4.654  C21 1.093
24 H 2.218 -1.443 -4.727  C21 1.088
25 H 3.940 1.084 -2.802  C18 1.077
26 H 4.410 2.541 -0.879  C17 1.079
27 N 2.907 2.808 1.305  C16 1.441, O28 1.213, O29 1.208
28 O 2.139 2.725 2.240  N27 1.213
29 O 3.904 3.490 1.277  N27 1.208
30 H 0.743 1.342 0.941  C15 1.079
31 H -3.774 -0.808 -0.003  N5 1.055
32 S -0.070 -1.336 0.512  N13 1.699, O33 1.439, O34 1.442, C35 1.775
33 O -0.793 -0.594 1.510  S32 1.439
34 O -0.699 -2.561 0.084  S32 1.442
35 C 1.625 -1.582 0.979  S32 1.775, C36 1.382, C40 1.382
36 C 2.112 -1.007 2.137  C35 1.382, C37 1.386, H45 1.078
37 C 3.450 -1.181 2.452  C36 1.386, C38 1.386, H44 1.078
38 C 4.269 -1.919 1.611  C37 1.386, C39 1.388, H43 1.079
39 C 3.759 -2.498 0.458  C38 1.388, C40 1.385, H42 1.079
40 C 2.423 -2.330 0.134  C35 1.382, C39 1.385, H41 1.079
41 H 1.994 -2.773 -0.750  C40 1.079
42 H 4.399 -3.082 -0.184  C39 1.079
43 H 5.311 -2.051 1.859  C38 1.079
44 H 3.850 -0.738 3.351  C37 1.078
45 H 1.451 -0.439 2.771  C36 1.078
46 H -0.631 -1.663 -2.399  C12 1.096
47 H -0.574 0.063 -2.803  C12 1.090
48 H -2.862 -0.380 -2.643  C9 1.097
49 C -5.130 0.581 -0.629  N5 1.491, C50 1.529, H57 1.090, H58 1.092
50 C -5.262 1.983 -1.225  C49 1.529, C51 1.525, H55 1.092, H56 1.091
51 C -5.117 3.133 -0.235  C50 1.525, H52 1.087, H53 1.087, H54 1.087
52 H -5.371 4.067 -0.728  C51 1.087
53 H -5.796 3.010 0.605  C51 1.087
54 H -4.099 3.226 0.137  C51 1.087
55 H -6.264 2.024 -1.656  C50 1.092
56 H -4.565 2.119 -2.054  C50 1.091
57 H -5.926 0.433 0.101  C49 1.090
58 H -5.271 -0.144 -1.434  C49 1.092
59 H -4.172 1.581 1.656  C4 1.089
60 H -2.768 0.502 1.824  C4 1.092
61 H -4.521 -0.134 3.363  C3 1.090
62 H -5.673 -0.404 2.068  C3 1.092
63 H -4.351 -2.301 1.207  C1 1.089
64 H -4.504 -2.497 2.938  C1 1.086